{"formula": "C42H93F16N17O35S16", "method": "wB97M-V/def2-TZVPD", "species": ["C", "C", "N", "C", "C", "C", "C", "C", "O", "C", "H", "H", "H", "H", "H", "H", "H", "H", "H", "H", "H", "H", "H", "H", "H", "H", "H", "H", "H", "H", "C", "C", "N", "C", "C", "C", "C", "C", "O", "C", "H", "H", "H", "H", "H", "H", "H", "H", "H", "H", "H", "H", "H", "H", "H", "H", "H", "H", "H", "H", "C", "C", "N", "C", "C", "C", "C", "C", "O", "C", "H", "H", "H", "H", "H", "H", "H", "H", "H", "H", "H", "H", "H", "H", "H", "H", "H", "H", "H", "H", "C", "C", "N", "C", "C", "N", "C", "C", "H", "H", "H", "H", "H", "H", "H", "H", "H", "H", "H", "C", "C", "N", "C", "C", "N", "C", "C", "H", "H", "H", "H", "H", "H", "H", "H", "H", "H", "H", "C", "C", "N", "C", "C", "N", "C", "C", "H", "H", "H", "H", "H", "H", "H", "H", "H", "H", "H", "N", "S", "O", "O", "F", "S", "O", "O", "F", "N", "S", "O", "O", "F", "S", "O", "O", "F", "N", "S", "O", "O", "F", "S", "O", "O", "F", "N", "S", "O", "O", "F", "S", "O", "O", "F", "N", "S", "O", "O", "F", "S", "O", "O", "F", "N", "S", "O", "O", "F", "S", "O", "O", "F", "N", "S", "O", "O", "F", "S", "O", "O", "F", "N", "S", "O", "O", "F", "S", "O", "O", "F"], "positions_angstrom": [[21.19552, 16.38484, 18.81629], [20.42442, 15.08736, 18.72083], [20.10744, 14.38430, 20.10821], [21.37316, 14.42386, 21.04884], [18.95185, 15.11674, 20.86172], [17.54578, 14.96898, 20.21809], [19.72515, 12.88892, 19.79735], [19.13056, 12.04308, 20.96020], [19.93492, 11.97754, 22.11688], [19.37395, 11.16136, 23.11176], [20.66868, 17.26140, 19.19338], [21.55510, 16.60994, 17.81223], [22.12588, 16.37940, 19.38419], [21.08658, 14.32478, 18.31080], [19.44114, 15.15452, 18.25528], [21.68414, 15.45532, 21.21463], [22.23574, 13.96694, 20.56379], [21.24690, 13.97282, 22.03307], [19.21364, 16.17460, 20.83964], [19.05438, 14.80600, 21.90144], [16.84780, 15.78996, 20.38209], [17.10330, 14.02312, 20.53061], [17.71278, 14.83500, 19.14932], [20.64288, 12.42370, 19.43755], [19.04882, 12.93590, 18.94383], [18.91130, 10.99402, 20.76144], [18.22943, 12.43824, 21.42916], [20.17428, 11.08176, 23.84745], [19.21280, 10.13022, 22.79734], [18.41342, 11.56340, 23.43401], [22.52718, 26.59498, 15.21573], [21.88792, 26.66734, 16.67512], [20.39641, 27.00342, 16.73333], [20.03858, 27.30644, 18.21606], [20.02338, 28.28846, 15.85013], [20.70680, 29.58298, 16.41682], [19.56486, 25.78384, 16.23039], [18.08742, 25.60226, 16.70597], [17.79597, 25.57400, 18.07208], [16.79762, 24.65702, 18.49799], [23.57820, 26.32000, 15.30441], [22.47276, 27.55138, 14.69570], [22.10226, 25.90694, 14.48486], [22.46048, 27.41674, 17.22161], [22.06114, 25.77022, 17.26947], [19.06436, 27.78790, 18.30094], [20.87105, 27.96256, 18.47019], [20.06196, 26.36392, 18.76306], [18.95382, 28.47330, 15.94990], [20.25016, 27.87810, 14.86611], [20.43546, 30.39064, 15.73700], [21.78744, 29.50686, 16.53742], [20.34646, 29.89164, 17.39815], [20.08386, 24.94408, 16.69246], [19.71724, 25.87986, 15.15537], [17.79718, 24.71676, 16.14053], [17.43124, 26.37564, 16.30669], [17.18636, 23.65264, 18.33013], [15.92918, 24.79888, 17.85474], [16.56406, 24.59744, 19.56100], [16.56192, 15.77300, 16.74698], [15.88774, 17.13506, 17.00947], [16.56561, 18.39068, 16.23299], [16.45403, 18.03364, 14.79219], [15.71168, 19.58120, 16.67584], [16.15630, 21.01306, 16.15318], [18.09110, 18.52692, 16.62121], [18.34561, 19.05092, 18.09173], [17.94849, 18.25700, 19.14210], [18.07280, 18.98338, 20.40289], [16.15996, 14.93176, 17.31165], [17.62730, 15.92488, 16.92018], [16.45673, 15.36648, 15.74110], [15.94800, 17.46696, 18.04596], [14.80612, 17.09817, 16.87965], [16.89994, 18.88644, 14.28035], [15.40608, 17.92536, 14.51256], [16.91578, 17.06876, 14.58265], [15.71720, 19.41646, 17.75331], [14.72590, 19.27968, 16.32171], [17.22516, 21.22506, 16.17897], [15.78646, 21.67440, 16.93675], [15.76756, 21.17898, 15.14847], [18.53550, 19.13088, 15.83010], [18.55388, 17.54850, 16.49220], [17.85994, 20.00884, 18.27775], [19.41618, 19.25252, 18.12851], [17.50486, 19.91328, 20.43177], [19.12770, 19.23346, 20.51595], [17.71422, 18.42480, 21.26747], [20.29670, 18.51236, 13.60529], [21.44296, 18.42804, 14.61096], [22.45646, 17.36714, 14.34009], [23.52010, 17.13404, 15.20421], [24.34026, 16.17278, 14.61290], [23.77180, 15.85588, 13.37710], [22.59230, 16.49094, 13.26079], [24.27902, 14.94550, 12.48467], [20.64666, 18.65524, 12.58293], [19.75762, 19.42872, 13.84559], [19.63944, 17.64464, 13.54921], [21.13960, 18.37730, 15.65666], [21.97408, 19.37514, 14.51606], [23.63514, 17.82453, 16.02665], [25.31316, 15.87572, 14.97573], [21.89108, 16.44402, 12.44075], [23.72940, 14.90398, 11.54429], [24.14588, 13.93414, 12.86879], [25.34402, 15.15554, 12.38595], [19.23806, 22.40918, 22.81537], [20.56834, 21.79712, 22.70362], [21.24918, 21.74800, 24.01305], [20.83134, 21.08280, 25.19134], [21.97320, 21.18850, 26.05942], [23.00052, 21.92476, 25.45518], [22.45366, 22.41788, 24.24228], [24.31282, 22.28760, 26.08379], [18.55547, 21.90992, 23.50305], [18.67798, 22.46418, 21.88188], [19.26822, 23.48492, 22.98856], [21.12194, 22.16506, 21.83977], [20.43250, 20.72596, 22.55449], [19.92298, 20.49922, 25.21810], [22.18042, 20.64534, 26.96961], [23.03176, 23.03504, 23.57049], [24.81740, 21.38262, 26.42218], [24.05594, 22.91404, 26.93803], [24.92544, 22.74302, 25.30572], [14.09944, 12.49216, 13.22561], [14.69240, 13.48854, 14.24699], [13.89332, 14.71780, 14.35398], [12.88178, 14.98422, 15.26570], [12.39292, 16.19806, 14.90419], [12.99300, 16.66827, 13.72503], [13.88550, 15.70096, 13.35114], [12.50834, 17.67842, 12.81633], [14.88524, 11.73940, 13.16264], [13.95210, 13.01280, 12.27940], [13.15576, 12.00710, 13.47520], [15.72178, 13.77844, 14.03612], [14.72206, 12.95580, 15.19746], [12.72724, 14.27602, 16.06629], [11.66510, 16.91890, 15.24636], [14.44588, 15.71276, 12.42798], [13.06350, 18.59596, 13.01133], [11.48260, 17.97012, 13.04188], [12.68332, 17.48873, 11.75732], [10.68326, 19.64252, 15.10238], [9.39272, 19.27452, 15.71287], [8.44800, 20.35178, 16.03030], [9.18172, 18.09364, 16.52605], [8.79668, 18.74536, 14.35156], [11.43628, 19.78436, 16.62823], [12.07818, 18.52939, 17.07223], [10.80914, 20.70644, 17.60978], [12.61836, 20.81490, 16.14351], [21.82476, 20.31856, 16.98000], [22.43946, 20.40668, 18.33155], [21.47554, 20.19181, 19.43524], [23.60942, 21.28246, 18.41474], [23.16316, 18.94570, 18.31952], [20.98904, 21.88478, 17.12906], [21.72372, 22.98746, 16.49929], [20.07426, 22.19026, 18.21942], [20.03001, 21.55028, 15.90921], [16.63840, 15.37214, 11.85047], [17.17269, 16.59095, 11.12705], [17.53880, 16.43772, 9.75961], [17.73078, 17.67274, 11.92426], [15.80526, 17.34686, 10.89403], [18.14336, 14.53834, 11.71662], [19.31442, 15.01426, 12.39607], [18.39273, 13.80842, 10.49235], [17.83430, 13.24228, 12.70445], [20.32728, 12.76066, 16.35271], [19.09940, 12.29064, 15.69525], [19.16288, 11.52066, 14.48961], [17.85394, 13.08230, 15.80112], [18.78094, 11.13860, 16.82143], [20.78192, 13.99436, 15.23344], [20.05496, 15.27698, 15.33922], [21.26358, 13.54630, 13.98089], [22.16690, 14.35722, 15.97154], [14.32542, 21.79440, 10.91850], [14.52956, 20.45991, 10.43901], [13.53634, 19.46880, 10.85496], [15.85740, 19.95996, 10.01117], [13.90394, 20.78216, 8.98987], [15.20522, 21.44034, 12.26225], [16.52620, 21.98830, 12.20896], [15.07296, 20.16021, 12.97660], [14.40922, 22.45634, 13.25185], [12.78090, 19.47468, 21.01019], [13.84884, 18.82944, 21.81731], [14.18886, 19.34878, 23.15092], [14.80642, 18.03018, 21.08416], [12.92140, 17.53168, 22.26561], [13.65420, 20.89666, 20.84267], [14.99816, 20.84414, 20.19002], [13.38712, 21.86220, 21.88967], [12.73506, 21.52356, 19.66649], [18.24246, 18.88302, 25.33387], [16.98398, 18.78516, 24.52809], [16.16078, 17.56198, 24.48929], [16.92475, 19.68860, 23.36901], [16.04394, 19.66740, 25.48393], [19.09510, 17.74963, 24.49962], [19.58640, 18.17928, 23.18120], [18.71968, 16.34546, 24.59165], [20.57484, 17.91316, 25.32083], [13.82202, 11.36830, 16.87883], [14.33506, 11.77538, 18.19567], [13.90804, 11.11664, 19.39598], [14.78550, 13.13834, 18.35965], [15.79678, 11.09642, 17.91897], [12.20180, 11.54664, 17.25477], [11.74670, 12.89454, 17.57628], [11.52852, 10.45660, 17.94390], [11.67970, 11.42262, 15.74585]], "forces_ev_per_a": [[0.2, 0.6, 0.0], [0.5, -1.1, 2.1], [0.2, -0.3, 1.4], [-0.4, 0.5, -0.8], [0.0, 0.6, -0.4], [1.2, -1.3, 0.0], [0.2, 0.3, 0.7], [-0.6, 0.6, 1.2], [1.9, 0.2, -0.2], [0.7, -0.1, -0.1], [-0.4, -0.1, -0.1], [-0.3, 0.1, -0.2], [-0.1, -0.6, 0.1], [-0.4, 0.2, -0.7], [0.4, 0.0, -0.4], [-0.6, 0.1, -0.1], [-0.3, -0.3, -0.3], [-0.7, -0.2, -0.5], [0.3, 0.0, 0.0], [-0.3, -0.2, -0.1], [0.4, 0.1, 0.2], [-0.3, 0.2, 0.1], [-0.4, 0.3, -0.1], [0.1, 0.1, 0.0], [-0.2, -0.2, 0.2], [-0.1, 0.1, -1.4], [-0.8, 0.4, -1.2], [-0.5, 0.3, 0.5], [-0.2, -0.2, -0.5], [0.1, 0.1, 0.5], [-0.7, 0.1, 0.7], [0.4, 0.1, -1.5], [-1.6, 0.9, 0.7], [1.2, -0.2, -1.4], [0.9, -0.8, 2.2], [-0.1, -0.8, -0.8], [0.5, 0.5, 1.8], [-0.6, 1.0, -1.3], [1.6, 0.5, 1.1], [0.1, -1.6, -1.3], [-0.1, 0.1, 0.2], [0.1, 0.3, 0.4], [-0.3, -0.4, 0.6], [-0.4, 0.4, -0.1], [-0.4, -0.4, -0.4], [0.2, -0.2, -0.2], [-0.4, 0.0, 0.7], [0.0, 0.2, 0.0], [-0.1, -0.6, -0.1], [0.2, 1.0, -0.2], [0.3, 0.0, -0.1], [0.0, 0.0, -0.5], [-0.4, -0.4, -0.1], [0.3, -0.2, -0.6], [-0.6, -0.8, 0.0], [-0.1, -0.5, 0.3], [0.1, 0.4, -0.5], [-0.1, -0.3, -0.4], [-0.4, -0.1, 0.4], [0.2, 1.2, 0.0], [0.1, 0.8, -0.4], [0.7, 0.2, 0.7], [-0.1, -2.4, 1.1], [0.1, 1.0, 0.0], [1.1, -0.2, -0.8], [-0.3, -1.5, 1.0], [-1.7, -0.4, 1.1], [-0.1, 1.1, -1.6], [-0.5, -1.1, 1.2], [0.3, -0.1, -0.4], [-0.1, 0.4, 0.7], [0.0, -0.6, 0.1], [0.0, 0.5, -0.3], [0.5, -0.5, 0.2], [0.0, 0.4, -1.0], [-0.1, -0.5, -0.6], [0.0, 0.3, 0.2], [0.4, 0.4, 0.1], [-0.1, 0.9, 0.1], [-0.1, 0.6, 0.0], [0.2, -0.6, -0.2], [-0.6, 0.3, -0.4], [-0.1, 0.3, 0.3], [-0.1, 0.5, 0.4], [-0.3, -0.1, 0.0], [0.0, 0.5, -0.7], [0.4, 0.0, 0.0], [-0.3, 0.0, -0.5], [0.2, 0.0, 0.2], [0.0, -0.4, -0.5], [0.3, -0.4, 0.0], [0.0, 0.2, -1.0], [0.7, -2.3, -1.1], [0.2, -0.5, -2.0], [-1.2, 2.0, 0.5], [-2.3, 2.4, 3.0], [0.2, 2.3, 2.1], [1.1, -2.7, -1.5], [0.3, 0.1, 0.0], [-0.3, -0.2, 0.0], [-0.1, 0.1, 0.4], [-0.1, -0.5, -0.2], [0.3, -0.1, 0.1], [0.2, -0.5, 0.3], [-0.2, -0.4, -0.4], [0.0, -0.3, 0.0], [0.2, 0.6, 0.0], [0.2, -0.1, 0.2], [-0.1, -0.2, -0.5], [-1.9, 1.5, -0.4], [-0.7, -2.0, 0.1], [2.9, 2.7, 1.7], [4.2, 1.0, -0.3], [-1.2, -0.4, -1.8], [-2.9, 0.8, -1.8], [-0.4, -3.5, 2.0], [-1.4, -0.4, -0.5], [0.2, 0.0, 0.2], [0.3, -0.9, -0.4], [0.3, 0.1, 0.8], [0.7, 0.2, 0.7], [-0.1, -0.1, -0.6], [-0.1, 0.0, 0.2], [-0.3, 0.2, 0.0], [-0.4, -0.2, -0.2], [-0.2, 0.0, -0.1], [0.5, 0.2, -0.2], [-0.1, 0.3, 0.3], [0.9, 0.7, 0.0], [-0.7, -0.7, 0.1], [-0.3, 1.6, -2.5], [1.3, 0.6, -0.7], [-0.9, 1.8, -0.8], [1.2, -4.4, 0.0], [-1.0, -0.4, 2.7], [0.2, 2.1, 0.3], [-0.2, -0.2, -0.5], [0.2, -0.2, -0.2], [0.1, 0.3, 0.5], [-0.1, -0.1, -0.4], [-0.1, 0.5, 0.3], [-0.3, 0.4, 0.2], [-0.3, -0.7, 0.8], [0.1, -0.1, 0.2], [0.1, 0.0, -0.1], [-0.1, -0.6, -0.1], [-0.1, -0.5, 0.3], [6.1, 1.2, 2.4], [-11.4, -1.3, 0.5], [1.8, -0.9, -0.3], [1.6, 0.6, 0.1], [-0.6, -0.4, -1.4], [3.0, 2.4, 2.4], [-1.0, 2.8, -1.3], [0.9, -3.0, -2.3], [-0.2, -1.4, -0.2], [-3.6, 3.8, -2.6], [3.5, -3.1, 6.7], [2.3, 1.2, -1.4], [-1.9, -0.5, 0.7], [-0.1, 0.3, -0.4], [-1.5, 1.1, -3.7], [-0.2, -1.3, 1.8], [1.8, -0.7, -1.3], [-0.3, -0.4, 0.3], [3.3, -4.0, 1.2], [-2.5, 8.8, -2.2], [1.7, -0.8, -0.1], [1.6, -1.8, 0.0], [-1.7, -0.8, 0.2], [0.3, -6.3, 1.2], [-0.6, 1.7, -0.3], [-0.9, 1.5, 0.6], [-0.8, 1.7, -0.7], [5.3, 4.9, -0.6], [-10.6, -4.7, -1.1], [1.1, 0.4, 0.2], [2.8, -0.2, 0.1], [0.6, 0.5, -0.3], [0.4, 2.5, 2.1], [1.2, -2.8, 0.0], [-0.2, -0.3, -0.4], [-0.1, -0.1, 0.4], [1.3, 5.6, 5.7], [-1.5, -12.0, -10.3], [1.6, 0.9, 0.2], [-2.0, 1.5, 1.9], [-0.1, 0.3, -0.8], [0.9, 2.4, 5.4], [-0.3, 0.0, -0.1], [-0.1, 2.1, -1.5], [0.4, -0.5, -0.6], [-0.1, 5.1, -2.3], [2.4, -9.1, 6.2], [-0.3, 0.1, -2.8], [0.7, 1.6, 0.0], [-0.2, 0.8, 0.1], [-1.3, 3.6, -2.8], [-2.8, -0.2, 1.8], [1.0, -1.2, -0.7], [0.7, -0.7, 0.4], [5.2, -2.6, 0.9], [-11.7, 2.6, -3.9], [3.2, 1.7, -0.1], [1.7, -1.9, 1.1], [0.7, 0.0, 0.9], [4.2, -1.6, -1.3], [-1.2, -0.2, 1.9], [0.7, 2.4, 0.6], [-1.8, -0.2, 0.0], [-5.7, -0.8, -3.0], [8.4, 1.7, 6.0], [-0.7, 0.1, -0.5], [-1.1, 0.0, -0.4], [-0.1, -0.2, 0.3], [-3.9, -0.3, -1.4], [1.4, -1.5, -0.1], [1.6, 1.2, -1.1], [0.4, -0.3, 0.1]], "lowdin_charge": [-0.0562, -0.1223, -0.1882, 0.0214, -0.1136, -0.0083, -0.0295, -0.1669, -0.2326, -0.1036, 0.0741, 0.0667, 0.0728, 0.0943, 0.1085, 0.0839, 0.0992, 0.0904, 0.1062, 0.1184, 0.0960, 0.0740, 0.0516, 0.1278, 0.1177, 0.1340, 0.1122, 0.0928, 0.0856, 0.0997, -0.0391, -0.1410, -0.2491, 0.0288, -0.0936, -0.0587, -0.0364, -0.1941, -0.2130, -0.0508, 0.0826, 0.0634, 0.0791, 0.1070, 0.1234, 0.1110, 0.0847, 0.1101, 0.1223, 0.1111, 0.0834, 0.0714, 0.0734, 0.1091, 0.1325, 0.1392, 0.1253, 0.0823, 0.1014, 0.1022, -0.0530, -0.0772, -0.2119, -0.0080, -0.1039, -0.0074, -0.0112, -0.2270, -0.1829, -0.0485, 0.0691, 0.0456, 0.0559, 0.1076, 0.1217, 0.0935, 0.0988, 0.0934, 0.1128, 0.1082, 0.0522, 0.0729, 0.0462, 0.0986, 0.1033, 0.1116, 0.0891, 0.0817, 0.0698, 0.0698, -0.0607, -0.1711, -0.0056, -0.0006, -0.0005, -0.1229, 0.0514, -0.0314, 0.0872, 0.0797, 0.0600, 0.0934, 0.1133, 0.1208, 0.1283, 0.1676, 0.1189, 0.1112, 0.1074, -0.0686, -0.1721, -0.0314, 0.0683, 0.0007, -0.1054, 0.0415, 0.0134, 0.0820, 0.0928, 0.0782, 0.1338, 0.1233, 0.0957, 0.1257, 0.1451, 0.0951, 0.0957, 0.0919, -0.0437, -0.1705, -0.0287, 0.0329, 0.0052, -0.0636, 0.0228, -0.0065, 0.0829, 0.0695, 0.0662, 0.0904, 0.0983, 0.1090, 0.1059, 0.1206, 0.0711, 0.0936, 0.0936, -0.2482, 0.3436, -0.3203, -0.2923, -0.2165, 0.6313, -0.3039, -0.2904, -0.2264, -0.2467, 0.4111, -0.3267, -0.3068, -0.2262, 0.6033, -0.3204, -0.2776, -0.1951, -0.2427, 0.3658, -0.2563, -0.2976, -0.1984, 0.5950, -0.3047, -0.2816, -0.2241, -0.2659, 0.4032, -0.2713, -0.3017, -0.2278, 0.5811, -0.2967, -0.2570, -0.2189, -0.2186, 0.3764, -0.3131, -0.2862, -0.2281, 0.5507, -0.2813, -0.2951, -0.2077, -0.2232, 0.4184, -0.3047, -0.3079, -0.2462, 0.5860, -0.3390, -0.2995, -0.2153, -0.2921, 0.4361, -0.2592, -0.3032, -0.2005, 0.6022, -0.3265, -0.2746, -0.2730, -0.2581, 0.3760, -0.2745, -0.3024, -0.2393, 0.5690, -0.2901, -0.2836, -0.2093], "total_charge": -2, "gap_ev": 6.1, "fmax_ev_per_a": 15.90, "e_above_lowest_kj_mol": 1406.1}